One molecule with the formula C23H34NO6P at a distorted geometry, computed with wB97M-V/def2-TZVPD.

- HOMO level: -0.293 Eh
- LUMO energy: 0.5 eV
- Total charge: 0

Each line ends with the Mulliken charge.
Atoms and positions in Å:
C (-3.542, 3.091, 0.946)  -0.84
O (-3.306, 1.967, 0.129)  -0.43
C (-2.103, 1.753, -0.465)  0.27
C (-2.045, 0.558, -1.188)  -0.83
C (-0.893, 0.173, -1.834)  -0.21
C (-0.784, -1.173, -2.471)  -0.11
O (-1.991, -1.646, -2.988)  -0.62
P (-0.223, -2.366, -1.147)  0.61
O (-0.071, -3.741, -1.652)  -0.91
O (-1.460, -2.186, -0.136)  0.17
C (-1.557, -3.065, 0.979)  -0.68
C (-2.775, -2.648, 1.795)  -1.11
C (-2.673, -1.216, 2.338)  2.51
C (-1.652, -1.114, 3.468)  -1.56
C (-4.042, -0.746, 2.827)  -1.86
C (1.216, -1.657, -0.317)  -0.28
C (1.074, -0.630, 0.610)  -0.33
C (2.180, -0.034, 1.171)  -0.60
C (3.480, -0.428, 0.806)  0.47
N (4.581, 0.201, 1.316)  0.22
C (4.441, 1.352, 2.173)  -0.97
C (5.899, -0.350, 1.113)  -1.13
C (3.605, -1.482, -0.117)  -0.32
C (2.492, -2.078, -0.666)  -1.42
C (0.237, 0.982, -1.779)  -0.21
C (0.211, 2.156, -1.049)  0.65
O (1.294, 2.978, -0.894)  -0.46
C (2.519, 2.582, -1.459)  -0.79
C (-0.966, 2.565, -0.389)  0.89
O (-0.962, 3.730, 0.364)  -0.52
C (-0.801, 4.925, -0.374)  -0.82
H (-3.532, 4.021, 0.371)  0.31
H (-4.541, 2.937, 1.356)  0.29
H (-2.817, 3.162, 1.758)  0.29
H (-2.923, -0.065, -1.224)  0.33
H (0.002, -1.168, -3.247)  0.43
H (-1.940, -2.612, -3.012)  0.42
H (-1.661, -4.096, 0.621)  0.34
H (-0.639, -3.008, 1.575)  0.45
H (-2.903, -3.353, 2.619)  0.39
H (-3.649, -2.715, 1.145)  0.40
H (-2.363, -0.566, 1.514)  -1.09
H (-0.661, -1.417, 3.138)  0.30
H (-1.589, -0.089, 3.826)  0.38
H (-1.945, -1.750, 4.302)  0.40
H (-4.410, -1.399, 3.615)  0.39
H (-4.760, -0.747, 2.011)  0.41
H (-3.976, 0.265, 3.220)  0.40
H (0.086, -0.300, 0.892)  0.88
H (2.028, 0.749, 1.895)  0.49
H (4.063, 1.082, 3.165)  0.32
H (5.410, 1.831, 2.293)  0.32
H (3.760, 2.080, 1.726)  0.29
H (6.225, -0.234, 0.074)  0.33
H (6.610, 0.167, 1.753)  0.32
H (5.924, -1.412, 1.370)  0.39
H (4.580, -1.827, -0.421)  0.48
H (2.595, -2.885, -1.376)  0.48
H (1.134, 0.663, -2.283)  0.40
H (2.844, 1.611, -1.073)  0.19
H (3.236, 3.349, -1.168)  0.27
H (2.463, 2.539, -2.552)  0.37
H (0.174, 4.970, -0.862)  0.25
H (-0.883, 5.734, 0.352)  0.30
H (-1.588, 5.031, -1.130)  0.31